64
Properties=species:S:1:pos:R:3:forces:R:3:mulliken_charge:R:1 method="wB97M-V/def2-TZVPD" gap_ev=9.79 homo_energy_ev=-10.04 multiplicity=1 energy_ha=-3032.1951
C 1.2885 -2.4515 0.7637 -0.444 0.695 -0.235 -1.536
C 0.0137 -1.8841 0.0996 0.649 -0.309 0.587 0.079
C -0.0755 -0.3664 0.3101 -0.321 0.063 -0.827 -0.852
C -1.4856 0.2401 0.4368 0.105 0.580 0.565 -0.290
C -2.4517 -0.5458 1.3382 0.244 -0.502 -0.549 -1.120
C -3.3623 -1.5113 0.5631 0.864 0.265 0.726 -0.904
N -4.6713 -0.8989 0.1657 0.021 -0.436 -0.682 0.325
P -6.0092 -1.8532 0.6239 -0.069 -0.267 1.111 0.778
O -5.7829 -2.5213 1.8996 0.369 -0.068 -0.088 -0.698
O -6.2492 -2.8979 -0.5577 -0.431 0.373 0.057 -0.489
O -7.2318 -0.8389 0.6743 0.129 -0.130 -0.621 -0.429
S -4.7258 -0.3510 -1.3868 -0.987 -0.635 -0.395 1.167
O -6.0885 -0.1690 -1.7446 -0.014 0.283 0.147 -0.613
O -3.8969 -1.1014 -2.2559 0.599 0.372 0.189 -0.572
F -4.1209 1.0666 -1.2207 0.200 0.003 0.063 -0.163
H 1.2336 -3.5314 0.8812 0.218 -0.036 -0.120 0.365
H 2.1548 -2.1468 0.1765 0.191 -0.294 0.113 0.382
H 1.3777 -1.9829 1.7455 0.122 -0.236 0.115 0.349
H -0.8226 -2.4255 0.5455 -0.174 0.143 -0.137 0.125
H 0.0597 -2.1235 -0.9641 -0.326 -0.010 -0.023 0.335
H 0.3687 0.0965 -0.5758 0.174 0.123 0.146 0.302
H 0.5438 -0.0364 1.1454 -0.113 -0.225 0.189 0.410
H -1.3579 1.2265 0.8915 0.044 0.067 -0.156 0.139
H -1.8984 0.4452 -0.5514 -0.114 -0.251 -0.009 0.381
H -3.0381 0.0929 1.9963 -0.058 0.018 -0.051 0.359
H -1.8358 -1.1960 1.9645 -0.089 0.170 0.278 0.496
H -2.8134 -1.8728 -0.3040 -0.336 0.058 -0.245 0.601
H -3.5444 -2.3790 1.1915 -0.468 0.062 -0.043 0.397
H -7.0161 -2.6669 -1.0958 0.175 -0.018 -0.324 0.349
H -8.0489 -1.3343 0.8132 -0.122 0.174 0.216 0.335
C 8.1665 -3.2745 -2.8881 0.161 -0.068 0.068 -0.667
O 7.1358 -2.8382 -1.9878 -0.562 0.081 -1.955 -0.254
P 5.8434 -3.7519 -1.7612 0.173 -1.638 4.027 0.896
O 4.8675 -3.0008 -0.9718 -0.167 0.564 -0.609 -0.545
O 6.5763 -4.9324 -0.9386 -0.287 -0.100 -0.050 -0.343
C 7.0645 -4.6306 0.3662 0.108 0.018 0.047 -0.684
O 5.1802 -4.8006 -2.7490 0.826 1.130 -1.641 -0.227
C 4.4616 -4.2884 -3.8905 -0.195 -0.051 0.041 -0.656
H 9.0300 -2.6381 -2.7168 -0.039 0.043 0.030 0.232
H 8.4411 -4.3122 -2.6918 -0.052 -0.001 0.025 0.332
H 7.8463 -3.1673 -3.9244 -0.010 0.009 0.004 0.264
H 6.4750 -3.8436 0.8368 -0.013 -0.005 -0.013 0.332
H 8.1122 -4.3264 0.3196 -0.019 0.049 -0.027 0.250
H 6.9905 -5.5399 0.9585 -0.022 -0.007 -0.015 0.236
H 5.0928 -3.6446 -4.5037 0.016 0.001 0.009 0.301
H 3.5819 -3.7378 -3.5592 0.026 0.025 0.021 0.299
H 4.1543 -5.1459 -4.4813 0.026 -0.039 0.044 0.224
C -3.7189 5.8063 2.6484 0.018 0.092 0.199 -0.734
O -2.4721 5.1431 2.3850 -1.975 0.577 -2.058 -0.283
P -1.4133 5.7533 1.2975 5.213 -0.449 3.086 1.093
O -0.4916 4.6033 1.1919 -0.496 -0.272 -0.372 -0.622
O -0.9785 6.9839 2.2529 0.103 0.186 -0.290 -0.347
C -0.4650 6.6805 3.5486 -0.119 0.006 0.134 -0.663
O -1.0319 6.6623 0.0175 -3.020 -0.004 -0.593 -0.312
C -1.4023 6.1816 -1.2889 0.223 -0.089 -0.121 -0.689
H -4.1343 5.3599 3.5483 0.039 -0.045 -0.007 0.239
H -3.5682 6.8750 2.8178 0.034 -0.008 -0.014 0.358
H -4.4192 5.6594 1.8262 -0.011 -0.023 0.015 0.276
H 0.0284 5.7086 3.5578 -0.012 -0.009 -0.017 0.338
H -1.2637 6.6941 4.2923 -0.015 -0.050 -0.014 0.242
H 0.2558 7.4568 3.7952 0.007 0.006 -0.041 0.239
H -2.4738 5.9961 -1.3613 -0.005 0.023 -0.014 0.317
H -0.8516 5.2693 -1.5166 -0.018 -0.021 0.051 0.318
H -1.1333 6.9585 -1.9987 0.023 0.035 0.052 0.231